Model w:
Molecular formula: C2H7NO
Method: DFT, wB97M-V/def2-TZVPD

## Properties
SMILES string   NCCO
Charge   0

CARTESIAN COORDINATES (ANGSTROEM)
N 0.348 0.104 1.509
C 0.879 0.073 0.172
C -0.070 -0.557 -0.886
O -1.254 0.315 -0.909
H 1.088 0.599 2.007
H -0.146 -0.677 2.055
H 1.811 -0.486 0.068
H 1.042 1.125 -0.142
H -0.486 -1.524 -0.592
H 0.462 -0.603 -1.754
H -1.030 1.223 -0.650

Model x:
Molecular formula: C2H7NO
Method: DFT, wB97M-V/def2-TZVPD

## Properties
SMILES string   CC=O.N
Charge   0

CARTESIAN COORDINATES (ANGSTROEM)
C 0.249 -3.819 0.560
C 0.109 -2.669 -0.408
O 0.259 -2.827 -1.547
H -0.200 -3.885 1.616
H -0.024 -4.864 0.193
H 1.370 -3.865 0.809
H -0.093 -1.582 -0.095
N -0.272 5.757 -0.148
H -0.149 6.788 -0.050
H -0.073 5.519 -1.116
H -1.176 5.446 0.185

Model y:
Molecular formula: C2H7NO
Method: DFT, wB97M-V/def2-TZVPD

## Properties
Charge   0

CARTESIAN COORDINATES (ANGSTROEM)
O -0.784 1.498 -1.812
H -0.125 1.475 -2.516
C 0.329 -0.810 0.360
C 1.444 -0.199 0.861
N -0.989 -0.177 0.290
H 0.221 -1.829 0.002
H 2.304 -0.067 0.201
H 1.485 0.153 1.912
H -1.097 0.638 0.895
H -1.093 0.202 -0.732
H -1.697 -0.883 0.541

Model z:
Molecular formula: C2H7NO
Method: DFT, wB97M-V/def2-TZVPD

## Properties
SMILES string   C=CN.O
Charge   0

CARTESIAN COORDINATES (ANGSTROEM)
C -2.210 0.923 0.063
C -1.079 0.831 -0.644
N 0.115 1.414 -0.265
H -2.208 1.533 0.960
H -3.150 0.460 -0.187
H -1.080 0.135 -1.476
H 0.025 2.219 0.310
H 0.846 1.487 -0.968
O 2.851 -2.822 0.374
H 2.199 -3.112 1.019
H 3.691 -3.067 0.813

So which one is most stable? That would be model z, about 0.0104 hartree below the next structure.